Entry one
Below is a 2-piece molecular cluster, C10H16 overall, with properties calculated with wB97M-V/def2-TZVPD.

Structure (ORCA input):
```
! RIJCOSX wB97M-V def2-TZVPD def2/J DEFGRID3
* xyz 1 2
C -1.46979 0.13907 1.99173
C -1.36904 -0.68010 3.24138
C -0.20325 0.58910 1.35357
C 1.03913 -0.08428 1.67899
C -0.24674 1.63883 0.39335
C 2.20494 0.24223 1.04855
C 0.97387 2.00668 -0.11498
C 2.17180 1.34255 0.13797
H -1.92370 -0.28195 1.05635
H -2.17688 0.98154 2.11143
H -0.63086 -0.37760 3.98550
H 0.97901 -0.95891 2.30358
H -1.13679 1.96391 -0.12515
H 3.18149 -0.10037 1.36047
H 0.95182 2.79756 -0.86323
H 3.10992 1.75133 -0.22024
H -0.94260 -1.66781 2.98242
H -2.29404 -0.90770 3.76412
C 0.35067 -1.19024 -3.71252
C -0.89073 -0.93696 -2.84650
H 0.06825 -1.81733 -4.55581
H 0.87898 -0.28408 -3.97271
H 1.07323 -1.83093 -3.19148
H -1.78251 -1.52342 -3.04718
H -1.22044 0.11041 -2.98087
H -0.69574 -0.92152 -1.77872
*
```

Summary:
- Orbital gap (alpha / beta): 10.0208 / 6.2357 eV
- LUMO energy (alpha / beta): -4.3 / -8.1 eV
- <S²>: 0.77
- HOMO level (alpha / beta): -14.3 / -14.3 eV


Entry two
Below is a 2-piece molecular cluster, C10H16 overall, with properties calculated with wB97M-V/def2-TZVPD.

Structure (ORCA input):
```
! RIJCOSX wB97M-V def2-TZVPD def2/J DEFGRID3
* xyz 1 2
C 1.87558 -0.48235 -0.34109
C 3.41986 -0.55389 -0.41231
C 1.40671 -0.92185 1.07263
H 1.68209 0.62872 -0.37531
H 1.49383 -0.98409 -1.22936
H 3.62085 -0.82095 -1.46651
H 2.13345 -1.46342 1.66077
H 0.99785 -0.21181 1.79149
H 3.95168 -1.16358 0.31412
H 4.00871 0.38321 -0.37340
H 0.61335 -1.68605 0.89440
C -2.24893 2.38737 0.94630
C -0.60478 -0.09418 -1.47966
C -0.99585 1.09540 -0.80681
C -1.33086 -1.27804 -1.26728
C -1.83978 1.08919 0.28361
C -2.10717 -1.35713 -0.16394
C -2.32885 -0.20766 0.66987
H 0.28624 -0.09141 -2.06769
H -0.37956 1.94824 -1.02917
H -1.07075 -2.19106 -1.81442
H -2.75205 -2.12888 0.24133
H -3.30422 2.39283 1.10416
H -1.96051 3.31504 0.42436
H -2.89436 -0.31135 1.59921
H -1.67254 2.70769 1.82470
*
```

Summary:
- Orbital gap (alpha / beta): 9.8038 / 6.0712 eV
- LUMO energy (alpha / beta): -4.5 / -8.2 eV
- <S²>: 0.77
- HOMO level (alpha / beta): -14.3 / -14.2 eV


Entry three
Below is a 2-piece molecular cluster, C10H16 overall, with properties calculated with wB97M-V/def2-TZVPD.

Structure (ORCA input):
```
! RIJCOSX wB97M-V def2-TZVPD def2/J DEFGRID3
* xyz 1 2
C -2.16122 1.74900 -0.22081
C 2.08597 1.29673 -0.66966
C 1.25112 0.92151 -1.64934
C 1.64528 1.96737 0.47357
C -0.18371 1.11310 -1.46039
C 0.27968 2.23398 0.59970
C -0.65916 1.77503 -0.37234
H 3.15632 1.40725 -0.78644
H 1.43344 0.57370 -2.68527
H 2.27644 2.40793 1.25340
H -0.89682 1.00883 -2.26269
H 0.12103 2.88468 1.51813
H -2.44996 0.75643 -0.47024
H -2.62271 2.41241 -0.94653
H -2.67588 2.06604 0.73824
C 0.29202 -2.70901 0.49225
C -0.70556 -2.14105 -0.45945
C 0.31736 -2.05925 1.80602
H -0.04139 -3.72498 0.72726
H 1.39515 -2.68119 0.06154
H -0.58590 -2.40279 -1.46239
H 0.24370 -0.96361 1.60945
H -0.45988 -2.48975 2.63042
H 1.33605 -2.23571 2.15820
H -1.83994 -2.06634 -0.31271
H -0.55143 -1.10032 -0.30992
*
```

Summary:
- Orbital gap (alpha / beta): 9.4210 / 5.2605 eV
- LUMO energy (alpha / beta): -4.5 / -8.6 eV
- <S²>: 0.77
- HOMO level (alpha / beta): -13.9 / -13.9 eV


Most stable: entry one


Entry one
Below is a 2-piece molecular cluster, C3H2F2O overall, with properties calculated with wB97M-V/def2-TZVPD.

Structure (ORCA input):
```
! RIJCOSX wB97M-V def2-TZVPD def2/J DEFGRID3
* xyz 0 1
C -0.51739 0.49610 -0.11314
C 0.22310 1.25033 0.70419
C -4.06968 -0.16894 0.76672
O -3.24472 0.16144 0.06457
F 0.69582 2.51110 0.34677
F -1.01744 0.90886 -1.31269
H -1.03645 -0.33364 0.24589
H 0.63295 0.98449 1.67632
*
```

Summary:
- Orbital gap: 11.0699 eV
- LUMO energy: 0.9 eV
- HOMO level: -10.1 eV


Entry two
Below is a 2-piece molecular cluster, C3H2F2O overall, with properties calculated with wB97M-V/def2-TZVPD.

Structure (ORCA input):
```
! RIJCOSX wB97M-V def2-TZVPD def2/J DEFGRID3
* xyz 0 1
C -2.50564 -1.10094 0.00222
C -1.62920 -0.26092 -0.13410
C 1.06972 0.32136 -0.03890
O 1.36952 1.37808 0.66067
F 1.46173 -0.81986 0.51600
F 1.37613 0.34649 -1.32654
H -3.45576 -1.63409 -0.09838
H 2.31351 1.76988 0.41903
*
```

Summary:
- Orbital gap (alpha / beta): 7.5070 / 8.7927 eV
- LUMO energy (alpha / beta): -2.2 / -1.3 eV
- HOMO level (alpha / beta): -9.7 / -10.1 eV


Most stable: entry one


Entry one
Below is an isolated ion of composition C5H13NP and charge +1, with properties calculated with wB97M-V/def2-TZVPD.

Structure (ORCA input):
```
! RIJCOSX wB97M-V def2-TZVPD def2/J DEFGRID3
* xyz 1 1
C 0.24657 -1.39370 0.59906
C 1.35160 -0.48659 1.28164
C -1.10802 -0.65009 0.47753
C 1.61800 0.58931 0.33137
C -2.35495 1.15911 -0.68925
N -1.09923 0.41250 -0.43827
P 2.19148 0.48117 -1.31495
H 0.50607 -1.52502 -0.47438
H 0.07027 -2.13977 1.20715
H 0.98304 -0.07773 2.17783
H 2.12864 -1.28161 1.44567
H -1.77399 -1.41405 -0.01651
H -1.37707 -0.41885 1.46807
H 1.00380 1.45244 0.64772
H -3.18984 0.39267 -0.95308
H -2.49252 1.84199 0.05480
H -2.21544 1.81639 -1.70811
H -0.57710 0.24571 -1.40098
H 3.06956 -0.56828 -1.29563
H 3.01915 1.56439 -1.39969
*
```

Summary:
- Orbital gap (alpha / beta): 6.6582 / 6.6594 eV
- LUMO energy (alpha / beta): -6.1 / -6.1 eV
- HOMO level (alpha / beta): -12.8 / -12.8 eV


Entry two
Below is a 2-piece molecular cluster, C5H13NP overall, with properties calculated with wB97M-V/def2-TZVPD.

Structure (ORCA input):
```
! RIJCOSX wB97M-V def2-TZVPD def2/J DEFGRID3
* xyz 1 1
C -1.20324 -0.56370 0.49569
C -3.03121 0.87388 -0.45054
C 2.17868 -1.23358 -0.54606
C -2.64448 -0.47298 0.29167
C 1.55285 0.01467 0.09288
N 2.46586 1.19110 -0.03950
P -0.14714 0.62622 -0.19309
H -0.94172 -1.36351 1.23088
H -4.18199 0.90156 -0.50840
H -2.78947 1.68101 0.16802
H -2.48044 0.95538 -1.45383
H 3.17824 -1.13549 -0.24544
H 2.04287 -1.32866 -1.65038
H 1.75599 -2.25173 -0.00983
H -3.02480 -1.43200 -0.23670
H -3.09436 -0.57692 1.27373
H 1.98922 -0.44371 1.76765
H 2.66612 1.48497 0.96448
H 2.26542 2.04777 -0.53860
H 3.44361 1.02571 -0.41263
*
```

Summary:
- Orbital gap: 7.9293 eV
- LUMO energy: -4.7 eV
- HOMO level: -12.6 eV


Most stable: entry one


Entry one
Below is a 2-piece molecular cluster, C5H14NO2 overall, with properties calculated with wB97M-V/def2-TZVPD.

Structure (ORCA input):
```
! RIJCOSX wB97M-V def2-TZVPD def2/J DEFGRID3
* xyz 0 2
C -0.90274 0.94911 0.08579
O -1.62073 1.13769 -1.01041
C -0.54332 -0.66228 0.11936
C 0.91491 -1.00099 0.39002
C 1.46716 -0.24582 1.60326
C 2.69747 0.55670 1.24872
N -1.38021 -1.36398 1.10926
H -1.53818 1.14458 0.96047
H 0.08226 1.46885 0.07451
H -0.94116 -1.06511 -0.81396
H 1.54230 -0.67211 -0.45497
H 1.07383 -2.06122 0.46788
H 1.75164 -0.92913 2.42357
H 0.68545 0.30958 2.15180
H 3.60108 0.18086 0.76884
H 3.04389 1.25361 2.03117
H 2.38597 1.29668 0.49733
H -1.50982 -0.80867 1.93962
H -2.22004 -1.74054 0.69900
H -0.19274 0.56522 -2.42718
H -1.47606 0.84386 -2.82915
O -0.70361 0.40482 -3.24600
*
```

Summary:
- Orbital gap (alpha / beta): 10.4638 / 7.8060 eV
- LUMO energy (alpha / beta): 0.8 / -2.0 eV
- <S²>: 0.76
- HOMO level (alpha / beta): -9.6 / -9.8 eV


Entry two
Below is a 2-piece molecular cluster, C5H14NO2 overall, with properties calculated with wB97M-V/def2-TZVPD.

Structure (ORCA input):
```
! RIJCOSX wB97M-V def2-TZVPD def2/J DEFGRID3
* xyz 0 2
C 0.40022 1.27916 -2.24987
O -0.74139 2.09017 -1.87855
C 1.23274 0.91887 -1.04823
C 0.47972 0.82188 0.32425
C 0.62596 -0.37900 1.14279
C 1.45334 -0.46667 2.16248
N -0.29872 -1.48827 0.86095
H -0.18997 0.40542 -2.50352
H 0.95618 1.63094 -3.11851
H -0.48526 3.02760 -1.72118
H 2.12577 1.50019 -0.86537
H 1.76423 -0.03346 -1.23176
H 0.77881 1.80062 0.75674
H -0.56698 1.07559 0.09696
H 2.07152 0.34456 2.56003
H 1.71676 -1.32547 2.75700
H -0.85354 -1.37884 0.00241
H -1.05824 -1.51613 1.57579
H 0.13927 -2.40140 0.84829
H -3.55020 -1.50284 0.03320
H -3.21174 -2.36114 1.17311
O -2.78846 -2.04176 0.32299
*
```

Summary:
- Orbital gap (alpha / beta): 4.0116 / 10.2927 eV
- LUMO energy (alpha / beta): 0.8 / 0.5 eV
- <S²>: 0.75
- HOMO level (alpha / beta): -3.2 / -9.8 eV


Most stable: entry one


Entry one
Below is one molecule with the formula C2H8NO, with properties calculated with wB97M-V/def2-TZVPD.

Structure (ORCA input):
```
! RIJCOSX wB97M-V def2-TZVPD def2/J DEFGRID3
* xyz 0 2
C -0.37227 -0.87912 -0.54126
O -1.40748 -0.72905 0.44056
C 0.37199 0.40228 -0.56153
N 0.69746 0.85754 0.83968
H -0.83321 -1.01358 -1.52671
H 0.27185 -1.71771 -0.27485
H -2.13860 -1.32908 0.25202
H 1.31668 0.34821 -1.10059
H -0.21249 1.17948 -1.05193
H -0.06331 1.45087 1.19090
H 1.60692 1.39083 0.87286
H 0.76246 0.03933 1.46085
*
```

Summary:
- Orbital gap (alpha / beta): 4.2702 / 11.7490 eV
- LUMO energy (alpha / beta): 0.8 / 0.5 eV
- <S²>: 0.75
- HOMO level (alpha / beta): -3.5 / -11.3 eV


Entry two
Below is a 2-piece molecular cluster, C2H8NO overall, with properties calculated with wB97M-V/def2-TZVPD.

Structure (ORCA input):
```
! RIJCOSX wB97M-V def2-TZVPD def2/J DEFGRID3
* xyz 0 2
O -2.64935 -0.54826 0.09263
H -3.26140 -0.55737 -0.66532
C 0.68481 1.19791 0.02952
C 0.97223 -0.25915 -0.34520
N 0.11496 -1.22094 0.37091
H -0.36890 1.45654 -0.07154
H 1.31051 1.84620 -0.57397
H 0.97867 1.33457 1.06821
H 1.99326 -0.43816 -0.00632
H 0.78221 -0.50226 -1.38489
H -0.85697 -1.08669 0.12386
H 0.29997 -1.22241 1.36213
*
```

Summary:
- Orbital gap (alpha / beta): 9.5651 / 6.0774 eV
- LUMO energy (alpha / beta): 0.8 / -2.6 eV
- <S²>: 0.75
- HOMO level (alpha / beta): -8.7 / -8.6 eV


Most stable: entry two


Entry one
Below is one molecule with the formula C16H19N3OS, with properties calculated with wB97M-V/def2-TZVPD.

Structure (ORCA input):
```
! RIJCOSX wB97M-V def2-TZVPD def2/J DEFGRID3
* xyz 0 1
C 5.60338 1.52840 0.61408
C 5.44951 0.54989 -0.54327
C 4.31352 -0.44281 -0.30004
C 2.94984 0.21618 -0.44049
O 2.80755 1.35411 -0.83792
N 1.89353 -0.57880 -0.10434
C 2.00786 -1.95519 0.36917
C 0.56961 -2.46975 0.55153
C -0.27151 -1.27693 0.20501
C -1.63847 -1.15000 0.21712
C -2.21500 0.07045 -0.14958
C -3.67075 0.18634 -0.13142
N -4.40656 -0.93317 -0.43401
C -5.66688 -0.71644 -0.39015
N -6.62752 -1.61227 -0.73646
S -6.11047 0.92938 0.07335
C -4.40290 1.29376 0.18823
C -3.96655 2.64090 0.64160
C -1.39065 1.12021 -0.54733
C -0.01050 0.99629 -0.56207
C 0.54552 -0.21030 -0.17403
H 6.42092 2.21855 0.42074
H 4.68976 2.10340 0.73648
H 5.81238 0.99891 1.54239
H 6.38124 -0.00267 -0.68446
H 5.23779 1.10667 -1.45704
H 4.41075 -0.87782 0.69708
H 4.36962 -1.25682 -1.02863
H 2.55932 -2.55716 -0.35892
H 2.55741 -1.97790 1.31600
H 0.38605 -2.80247 1.57415
H 0.35309 -3.30637 -0.11490
H -2.27563 -1.97235 0.50211
H -7.55303 -1.46184 -0.37171
H -6.32068 -2.56958 -0.79779
H -4.67454 3.03691 1.36796
H -2.98242 2.58016 1.10193
H -3.91975 3.34134 -0.19407
H -1.83041 2.04502 -0.88440
H 0.61557 1.81379 -0.87590
*
```

Summary:
- Structure (SMILES): CCCC(=O)N1CCc2cc(-c3nc(N)sc3C)ccc21
- Orbital gap: 8.0814 eV
- LUMO energy: 0.7 eV
- HOMO level: -7.4 eV


Entry two
Below is one molecule with the formula C16H19N3OS, with properties calculated with wB97M-V/def2-TZVPD.

Structure (ORCA input):
```
! RIJCOSX wB97M-V def2-TZVPD def2/J DEFGRID3
* xyz 0 1
C 2.25421 2.21135 -1.74250
C 1.50214 3.01141 -0.67949
C 0.82069 2.11025 0.29874
N -0.16903 1.33251 -0.18463
C -0.79974 0.55342 0.64721
S -2.09051 -0.44482 0.00315
C -1.95694 -0.08191 -1.76882
C -0.60342 -0.34693 -2.41138
O -0.12652 0.46842 -3.17877
N 0.01129 -1.50988 -2.14715
C -0.48263 -2.66127 -1.41923
C 0.32846 -3.82102 -1.99380
C 1.68256 -3.16896 -2.26320
C 1.29437 -1.78819 -2.78076
C -0.48423 0.48845 2.03005
C -1.13093 -0.32136 2.97481
C -0.72346 -0.29705 4.28192
C 0.33617 0.53162 4.68065
C 0.98385 1.33132 3.77829
C 0.58758 1.33156 2.42728
N 1.21930 2.13057 1.54076
H 2.77894 2.88806 -2.41225
H 2.98297 1.55153 -1.27507
H 1.55346 1.61968 -2.32536
H 0.74396 3.62391 -1.17103
H 2.18500 3.65560 -0.12466
H -2.18835 0.97248 -1.91726
H -2.72578 -0.69761 -2.23997
H -0.28106 -2.55182 -0.34668
H -1.55738 -2.78968 -1.55809
H -0.11650 -4.16163 -2.92950
H 0.38886 -4.66182 -1.30646
H 2.24426 -3.07956 -1.33272
H 2.28321 -3.72220 -2.98143
H 1.16885 -1.77822 -3.86890
H 2.01397 -1.00897 -2.52067
H -1.94598 -0.95148 2.64799
H -1.21707 -0.91701 5.01533
H 0.63912 0.53395 5.71767
H 1.79822 1.97607 4.06810
*
```

Summary:
- Structure (SMILES): CCc1nc(SCC(=O)N2CCCC2)c2ccccc2n1
- Orbital gap: 8.6621 eV
- LUMO energy: 0.1 eV
- HOMO level: -8.6 eV


Most stable: entry one